Entry from the Open Molecules 2025 dataset: a 8-piece molecular cluster, C34H89N9O8 overall (ωB97M-V/def2-TZVPD).

Last column: Mulliken charge in e.
Atoms and positions in Å:
C1 22.742217 0.177341 10.606261  -1.696
C2 22.202737 -1.315136 10.424545  1.261
C3 20.698037 -1.359044 10.778377  -1.942
C4 22.199024 -1.715975 8.895057  -1.000
C5 23.673794 -1.947234 8.339176  -0.924
C6 24.434690 -2.955957 9.278572  -0.908
C7 24.365778 -2.654549 10.781000  2.189
C8 24.670526 -4.014569 11.443471  -2.490
C9 25.365975 -1.603344 11.276854  -1.936
N1 22.992186 -2.273884 11.220561  0.782
O1 22.855704 -2.096053 12.667687  -0.477
H1 23.146051 0.327415 11.607516  0.288
H2 23.500489 0.346426 9.841719  0.291
H3 22.034030 0.967229 10.355992  0.445
H4 20.054602 -0.689266 10.207871  0.388
H5 20.231209 -2.342164 10.838634  0.361
H6 20.524747 -1.065973 11.813841  0.472
H7 21.528788 -2.569108 8.789880  0.417
H8 21.883554 -0.898515 8.246715  0.374
H9 23.650319 -2.150047 7.268470  0.445
H10 24.268645 -1.034587 8.375435  0.360
H11 25.468149 -2.821630 8.959136  0.450
H12 24.150080 -3.970063 8.998041  0.043
H13 24.054663 -4.863649 11.147047  0.233
H14 24.462019 -3.862368 12.502469  0.543
H15 25.669445 -4.446475 11.382460  0.495
H16 25.223037 -1.202478 12.280332  0.342
H17 25.373354 -0.709590 10.652952  0.404
H18 26.425936 -1.857081 11.263121  0.450
H19 22.247533 -2.808081 12.879211  0.305
C10 22.102373 -5.887154 7.624538  -0.634
O2 21.035225 -6.715648 7.162512  -0.437
C11 20.233108 -7.275598 8.253254  0.095
C12 19.418880 -8.513850 7.627608  0.175
C13 18.585205 -9.412451 8.552084  -1.048
N2 20.320537 -9.441905 7.007755  -0.784
H20 22.939836 -6.483509 7.986621  0.164
H21 21.832102 -5.069644 8.292913  0.242
H22 22.379262 -5.446582 6.666761  0.428
H23 20.890341 -7.590398 9.063837  -0.242
H24 19.513600 -6.575408 8.677672  0.408
H25 18.773134 -8.176602 6.816820  0.462
H26 18.345000 -10.345041 8.041521  0.403
H27 17.614631 -8.988744 8.810063  0.447
H28 19.155147 -9.737816 9.422368  -0.239
H29 21.133043 -9.545886 7.598635  0.191
H30 20.748416 -8.951441 6.235448  0.374
C14 24.155110 -8.686851 11.201842  -0.179
O3 23.705136 -8.611087 9.834572  0.249
C15 24.114365 -9.653300 8.977009  -1.218
C16 25.635886 -9.432384 8.673284  0.661
C17 25.806899 -8.074193 7.988018  -1.261
N3 26.149989 -10.419298 7.850474  -0.734
H31 23.367831 -9.210647 11.744001  0.109
H32 24.296065 -7.690280 11.620244  -0.208
H33 25.132383 -9.169183 11.221748  0.436
H34 23.978676 -10.609336 9.482657  0.399
H35 23.495806 -9.708759 8.081239  0.228
H36 26.235904 -9.500429 9.580721  0.346
H37 25.609412 -7.286637 8.715237  0.122
H38 24.960453 -7.972568 7.308816  0.238
H39 26.784841 -7.862829 7.555518  0.474
H40 27.117025 -10.138010 7.774241  0.285
H41 26.091558 -11.329419 8.284495  0.242
C18 20.075772 -11.243880 12.236130  0.095
O4 20.290158 -10.097066 12.979946  0.010
C19 20.272068 -8.716015 12.311836  -0.995
C20 21.043468 -7.699276 13.146255  1.794
C21 21.360905 -6.412658 12.434599  -1.373
N4 22.343124 -8.180568 13.612031  0.182
H42 19.981212 -12.071616 12.938993  -0.244
H43 21.017451 -11.364937 11.700688  0.308
H44 19.198706 -11.110066 11.602923  -0.181
H45 20.679191 -8.859904 11.311016  0.035
H46 19.225723 -8.429341 12.417152  0.560
H47 20.490918 -7.496664 14.063723  -0.425
H48 21.830692 -6.664602 11.483846  -0.123
H49 21.889680 -5.665076 13.025876  0.067
H50 20.376677 -5.993213 12.226108  0.584
H51 22.516185 -9.026304 13.087738  0.275
H52 22.166527 -8.687620 14.467482  -0.532
C22 14.836007 -8.416253 11.465563  -0.857
O5 15.412424 -9.570473 11.014473  -0.222
C23 15.498216 -10.606411 11.950806  -0.685
C24 16.160771 -11.884096 11.299564  1.379
C25 15.791802 -12.117196 9.790979  -1.380
N5 16.001697 -13.104801 12.050691  -0.694
H53 13.849284 -8.466320 11.925961  0.319
H54 14.741991 -7.756534 10.602993  0.263
H55 15.614059 -7.953572 12.072739  0.316
H56 16.025322 -10.168203 12.798284  0.440
H57 14.489732 -10.827742 12.300191  0.378
H58 17.216621 -11.653671 11.441627  -0.901
H59 16.143432 -11.419961 9.030506  0.237
H60 14.717683 -12.084427 9.608500  0.368
H61 16.058030 -13.098925 9.399277  0.470
H62 15.051504 -13.055118 12.389462  0.295
H63 15.928070 -13.820502 11.341846  0.273
C26 23.326958 -8.871975 17.114389  -0.949
O6 22.054805 -8.663067 16.499980  -0.209
C27 20.972011 -8.979098 17.410836  -0.567
C28 19.521081 -8.947307 16.703515  1.052
C29 18.384518 -8.641239 17.699517  -1.619
N6 19.236164 -10.123612 16.013443  -0.422
H64 23.365458 -9.852787 17.588348  0.362
H65 23.601397 -8.084410 17.816187  0.303
H66 24.032980 -8.795643 16.287460  0.266
H67 21.120611 -9.977209 17.822888  0.121
H68 20.990364 -8.361154 18.308563  0.354
H69 19.532931 -8.190332 15.919343  -0.071
H70 17.383286 -8.555708 17.277236  0.414
H71 18.638453 -7.725817 18.233940  0.406
H72 18.209035 -9.491582 18.358473  0.182
H73 19.889617 -10.136898 15.243432  0.318
H74 19.675668 -10.758503 16.664471  -0.214
C30 19.504526 -12.205675 19.293229  -1.079
O7 20.036746 -12.402305 18.033258  -0.216
C31 19.361488 -13.418027 17.301465  -1.168
C32 20.196297 -13.436219 15.994795  1.616
C33 19.801346 -14.670855 15.156551  -1.448
N7 21.600598 -13.380046 16.170284  -0.790
H75 19.992039 -11.398845 19.840464  0.280
H76 19.587838 -13.119467 19.881558  0.375
H77 18.430963 -12.031064 19.364317  0.393
H78 19.326277 -14.374138 17.823686  0.594
H79 18.370636 -13.176550 16.916747  0.357
H80 19.985796 -12.551107 15.394487  -0.732
H81 20.643867 -15.251222 14.780511  0.404
H82 19.172098 -14.417672 14.303297  0.273
H83 19.238646 -15.363919 15.781954  0.390
H84 21.629369 -12.711392 16.926700  0.417
H85 21.771643 -14.296302 16.559285  0.277
N8 22.942629 -5.456680 15.481477  -0.124
C34 24.222813 -5.430432 15.116650  0.423
N9 24.389443 -6.290128 14.147043  0.095
O8 25.118014 -4.698944 15.669694  -0.785
H86 22.758110 -4.885604 16.293831  0.214
H87 22.372044 -6.148005 15.016059  0.049
H88 25.348222 -6.310621 13.830158  0.204
H89 23.723296 -6.912333 13.712065  0.058

Force components x, y, z for each atom (eV/Å):
C -0.17 -0.89 -0.80
C -0.58 1.48 -0.62
C -0.10 -0.01 1.84
C 2.64 0.40 0.14
C -0.85 -0.41 1.92
C -0.28 1.51 -2.10
C 0.00 -0.84 0.97
C -0.28 -0.18 1.41
C 0.95 1.06 -0.47
N -1.05 -1.08 -0.82
O 0.48 0.44 -1.79
H -0.06 0.01 -0.11
H 0.47 -0.10 0.33
H -0.55 -0.26 0.34
H 0.39 -0.07 -0.41
H 0.35 -0.42 -0.82
H 0.34 0.53 0.24
H 0.28 -0.15 -0.28
H -0.82 0.19 0.52
H 0.03 -0.77 0.11
H -0.39 0.44 0.23
H 0.33 -0.42 0.34
H -0.17 -0.08 0.50
H -0.60 0.38 -0.43
H 0.24 -0.23 0.20
H 0.41 0.77 -0.29
H -0.59 -0.52 0.12
H -0.41 0.06 -0.28
H -0.02 -0.82 -0.13
H -0.03 -0.12 0.14
C -0.16 -0.18 -1.69
O -1.22 -0.38 2.04
C -0.80 -1.06 -1.51
C 0.38 0.12 0.74
C -0.40 0.49 0.21
N 1.39 -0.08 -1.09
H -0.04 0.00 0.40
H -0.28 -0.22 0.30
H 0.59 0.39 0.22
H 0.18 -0.35 0.04
H 0.07 0.51 -0.17
H -0.08 0.49 0.15
H 0.17 0.17 -0.36
H 0.15 0.22 0.53
H -0.07 0.29 0.31
H 0.13 -0.42 0.55
H 0.03 0.00 -0.53
C -0.11 -0.40 -1.37
O -0.69 0.92 0.23
C 1.78 0.02 1.07
C -1.53 1.46 0.83
C -0.94 0.39 1.04
N 0.79 -1.65 -2.11
H 0.70 -0.22 -0.05
H -0.31 0.10 -0.27
H -0.17 -0.31 0.39
H 0.05 -0.39 0.14
H 0.13 0.52 -0.10
H -0.47 0.72 0.79
H 0.17 0.08 0.18
H 0.45 0.02 -0.67
H -0.12 -0.36 -0.23
H 0.38 -0.82 -0.54
H 0.22 -0.19 -0.02
C 0.70 0.52 -0.53
O 0.44 3.59 1.51
C -0.53 -2.32 1.42
C 1.17 -0.24 1.02
C -2.00 0.07 -0.83
N -0.16 -1.83 0.30
H -0.28 0.01 -0.09
H -0.25 -0.73 -0.87
H 0.06 -0.49 -0.27
H -0.23 0.32 -0.21
H -0.13 0.06 -1.03
H -0.44 0.13 -0.08
H 0.34 0.39 0.01
H 0.24 -0.38 -0.09
H -0.02 0.56 -0.52
H 0.43 0.05 -0.52
H 0.02 0.41 1.04
C 0.78 1.60 -0.29
O -0.03 -1.80 -1.79
C -0.44 -0.56 -0.35
C 1.14 1.79 -0.96
C -0.54 0.57 -0.06
N -1.22 -0.08 0.40
H 0.04 -0.44 0.36
H -0.14 -0.01 -0.12
H -0.49 0.55 0.87
H 0.50 -0.68 0.43
H -0.39 -0.35 0.14
H 0.26 0.09 -0.88
H 0.49 0.35 0.51
H -0.36 0.05 0.53
H 0.49 -0.20 0.49
H -0.37 -0.37 0.58
H 0.28 -0.51 0.14
C -0.13 0.29 -0.87
O -1.14 -0.27 1.12
C -0.98 0.30 -0.55
C 0.64 2.64 0.97
C 0.50 -0.03 0.07
N 0.64 -2.00 -0.33
H 0.12 -0.07 0.02
H -0.30 0.05 0.25
H 0.18 -0.25 0.11
H 0.05 -0.48 -0.23
H 0.11 0.69 -0.14
H 0.18 0.77 0.37
H 0.30 0.37 -0.73
H -0.27 -0.13 0.36
H 0.58 0.00 0.50
H -0.11 -0.32 -0.78
H -0.56 -1.44 -0.18
C -0.57 -0.40 1.72
O -1.07 0.16 -0.01
C 1.31 0.77 -1.86
C -1.54 -1.00 -1.83
C -0.39 -0.09 0.16
N 0.44 -0.40 0.55
H 0.26 0.00 -0.33
H 0.46 -0.24 0.26
H -0.29 0.43 -0.74
H 0.28 -0.07 0.21
H -0.44 0.45 0.77
H -0.71 0.15 0.27
H 0.25 0.32 0.01
H -0.02 0.02 0.04
H -0.20 -0.13 -0.04
H 1.18 0.10 0.37
H 1.07 -0.15 0.42
N -1.10 1.19 1.20
C 1.95 2.30 2.36
N 3.71 -0.91 -2.45
O -2.33 -1.99 -1.66
H -0.77 -0.46 -0.19
H -0.43 0.30 0.91
H -0.15 -0.21 -0.23
H -0.48 -0.18 0.40

The HOMO-LUMO gap comes out at 8.718 eV. The LUMO energy comes out at 0.50 eV. As for the structure (SMILES): CC1(C)CCCC(C)(C)N1O.COC[C@H](C)N.COC[C@H](C)N.COC[C@H](C)N.COC[C@H](C)N.COC[C@H](C)N.COC[C@H](C)N.NC(N)=O. Its total charge is 0. Its energy above the lowest of the compared OMol25 structures with the same formula, charge and spin is 0.0 kJ/mol.